Entry 1:
Computed, not measured: an isolated molecule of C6H5NO2, with ωB97M-V/def2-TZVPD.

HOMO-LUMO gap, eV: 8.453
HOMO energy, eV: -9.09

```
! RIJCOSX wB97M-V def2-TZVPD def2/J DEFGRID3
* xyz 0 1
O 2.423 0.596 0.291
C 1.266 0.201 0.354
C 0.912 -1.132 0.654
C -0.259 -1.819 0.421
N -1.331 -1.532 -0.318
C -1.624 -0.318 -0.795
C -1.078 0.909 -0.470
C 0.204 1.147 0.013
O 0.631 2.424 0.034
H 1.831 -1.773 0.947
H -0.356 -2.732 0.871
H -2.543 -0.407 -1.496
H -1.615 1.854 -0.935
H 1.539 2.582 0.429
*
```

=====

Entry 2:
Computed, not measured: a cluster of 2 separate species, Cl2NO2S in total, with ωB97M-V/def2-TZVPD.

HOMO-LUMO gap (alpha / beta), eV: 6.489 / 6.492
HOMO energy (alpha / beta), eV: -3.12 / -3.12

```
! RIJCOSX wB97M-V def2-TZVPD def2/J DEFGRID3
* xyz -1 1
N -1.269 0.081 0.517
O 1.731 -0.851 -0.893
O 1.968 1.314 0.204
S 1.489 -0.061 0.315
Cl -1.676 -1.583 0.294
Cl -2.242 1.100 -0.438
*
```

=====

The records above give, respectively, energy above the lowest of the compared OMol25 structures with the same formula, charge and spin values of 58.1; 7.8 kcal/mol.
The records above give, respectively, calculated total energy values of -11886.02610; -41464.25831 eV.